(1)
Computed, not measured: a structure of composition C10H27Cl2N2OPPd, with ωB97M-V/def2-TZVPD.

Its lowest unoccupied orbital energy (alpha / beta) is 0.3 / -3.1 eV. For the HOMO energy (alpha / beta), the calculation gives -3.35 / -9.64 eV. The calculation puts the molecular weight at 399.6 g mol⁻¹. For the frontier orbital gap (alpha / beta), the calculation gives 3.63 / 6.50 eV. As for the spin multiplicity: 5. Its expectation value of S² is 6.0101.

CARTESIAN COORDINATES (ANGSTROEM)
Pd: -0.07 0.11 1.52
Cl: -1.50 1.49 -0.12
Cl: 0.61 -1.40 -0.03
H: -1.26 1.41 1.23
H: 0.32 0.00 -2.09
P: -0.01 0.07 -3.48
C: 0.30 1.88 -3.65
C: 1.30 -1.19 -3.92
C: -1.81 -0.31 -3.30
C: 1.21 2.42 -2.55
H: -0.70 2.34 -3.51
C: 0.79 2.13 -5.08
H: 1.75 1.63 -5.28
H: 0.91 3.20 -5.26
H: 0.04 1.76 -5.78
H: 0.78 2.27 -1.54
H: 1.35 3.50 -2.67
H: 2.21 1.96 -2.55
H: -2.23 0.64 -2.93
C: -2.12 -1.41 -2.27
C: -2.39 -0.61 -4.69
H: -2.29 0.28 -5.32
H: -3.46 -0.83 -4.60
H: -1.89 -1.46 -5.18
H: -1.56 -1.25 -1.34
H: -1.93 -2.42 -2.64
H: -3.19 -1.35 -2.01
C: 2.55 -0.80 -3.16
H: 1.44 -1.12 -5.01
C: 0.78 -2.56 -3.50
H: 2.93 0.19 -3.43
H: 3.33 -1.53 -3.36
H: 2.35 -0.84 -2.08
H: 0.66 -2.57 -2.41
H: 1.53 -3.30 -3.76
H: -0.16 -2.81 -3.98
N: 0.18 -0.96 4.12
C: -0.25 0.30 4.28
N: -0.27 0.86 5.51
O: -0.68 0.99 3.30
H: 0.57 -1.51 4.89
H: 0.26 -1.30 3.15
H: -0.54 1.82 5.58
H: 0.15 0.37 6.27

---

(2)
Computed, not measured: a structure of composition C27H31Br2N4O7S2W, with ωB97M-V/def2-TZVPD.

Its lowest unoccupied orbital energy (alpha / beta) is -10.2 / -9.6 eV. Its charge is +3. For the HOMO energy (alpha / beta), the calculation gives -16.23 / -16.23 eV. The calculation puts the molecular weight at 931.3 g mol⁻¹. For the frontier orbital gap (alpha / beta), the calculation gives 6.06 / 6.61 eV. As for the spin multiplicity: 3. Its expectation value of S² is 2.0122. The relative energy (zero: lowest compared OMol25 entry of this formula, charge and spin) is 52.8 kJ/mol.

CARTESIAN COORDINATES (ANGSTROEM)
W: 0.20 -1.70 0.18
O: -0.15 -2.75 4.11
C: -0.55 -2.83 2.89
O: 0.24 -2.92 1.92
C: -2.04 -2.87 2.73
O: -2.35 -2.92 1.37
C: -3.31 -1.98 0.90
C: -2.62 -0.77 0.28
O: -3.12 -0.06 -0.54
O: -1.38 -0.59 0.76
H: 0.82 -2.79 4.20
H: -2.47 -2.02 3.26
H: -2.38 -3.78 3.24
H: -3.98 -1.64 1.70
H: -3.92 -2.47 0.14
Br: 2.20 2.06 -5.04
C: 1.58 1.02 -3.64
C: 0.40 1.33 -2.99
C: -0.01 0.54 -1.93
N: 0.71 -0.52 -1.52
C: 1.84 -0.87 -2.18
C: 2.30 -0.11 -3.24
C: 2.51 -2.11 -1.71
C: 3.65 -2.62 -2.29
C: 4.19 -3.81 -1.81
Br: 5.72 -4.52 -2.57
C: 3.56 -4.46 -0.75
C: 2.42 -3.89 -0.21
N: 1.90 -2.74 -0.67
H: -0.20 2.19 -3.28
H: -0.93 0.75 -1.40
H: 3.21 -0.37 -3.76
H: 4.13 -2.12 -3.12
H: 3.94 -5.38 -0.35
H: 1.91 -4.35 0.62
C: 2.12 3.45 3.88
C: 1.90 4.14 2.54
C: 2.75 3.56 1.41
N: 2.61 2.09 1.23
C: 1.54 1.35 1.18
S: 1.84 -0.39 1.37
N: 0.30 1.82 1.04
C: -0.05 2.99 0.27
O: 0.73 3.38 -0.56
C: -1.41 3.49 0.50
C: -1.95 4.35 -0.45
C: -3.22 4.86 -0.27
C: -3.95 4.52 0.86
C: -3.41 3.68 1.82
C: -2.14 3.15 1.65
H: 1.56 3.95 4.66
H: 3.18 3.48 4.16
H: 1.80 2.40 3.86
H: 2.18 5.19 2.60
H: 0.84 4.13 2.28
H: 3.80 3.70 1.64
H: 2.53 4.04 0.45
H: 3.48 1.57 1.27
H: -0.46 1.17 1.22
H: -1.36 4.62 -1.31
H: -3.64 5.54 -1.01
H: -4.94 4.94 1.00
H: -3.98 3.44 2.71
H: -1.72 2.53 2.42
C: -2.77 -2.48 -3.08
S: -1.09 -2.93 -2.70
C: -1.19 -4.70 -2.80
O: -1.00 -2.65 -1.17
H: -2.92 -2.66 -4.15
H: -2.89 -1.42 -2.86
H: -3.46 -3.08 -2.49
H: -1.42 -4.95 -3.84
H: -1.98 -5.06 -2.14
H: -0.22 -5.11 -2.53

---

(3)
Computed, not measured: the ion C8H6BrN2OS with charge +1, with ωB97M-V/def2-TZVPD.

Its lowest unoccupied orbital energy (alpha / beta) is -5.3 / -7.0 eV. Its charge is +1. For the HOMO energy (alpha / beta), the calculation gives -12.69 / -13.15 eV. The calculation puts the molecular weight at 258.1 g mol⁻¹. For the frontier orbital gap (alpha / beta), the calculation gives 7.39 / 6.12 eV. As for the spin multiplicity: 3. Its expectation value of S² is 2.0365.

CARTESIAN COORDINATES (ANGSTROEM)
C: -1.59 0.58 -0.07
C: -0.99 0.55 -1.35
C: -0.82 0.54 1.11
C: 0.41 0.56 -1.42
C: 0.50 0.09 0.93
C: 1.15 0.21 -0.25
C: 3.53 0.07 0.16
C: 4.70 -0.92 0.06
N: 2.81 -1.98 -1.44
N: 2.41 -0.25 -0.26
O: 5.80 -0.69 0.44
S: 4.00 -2.59 -0.65
Br: 3.97 1.84 0.56
H: -2.63 0.62 0.02
H: -1.57 0.90 -2.18
H: -1.35 0.25 1.99
H: 0.73 0.75 -2.42
H: 1.18 -0.14 1.79
H: 1.99 -2.55 -1.74

---

(4)
Computed, not measured: a structure of composition C57H49Cl2I2N2O4PZr, with ωB97M-V/def2-TZVPD.

Its lowest unoccupied orbital energy is -5.7 eV. Its charge is +2. For the HOMO energy, the calculation gives -12.96 eV. The calculation puts the molecular weight at 1272.9 g mol⁻¹. For the frontier orbital gap, the calculation gives 7.27 eV. As for the spin multiplicity: 1.

CARTESIAN COORDINATES (ANGSTROEM)
Zr: -0.37 0.18 -0.25
I: -0.35 -2.47 -2.07
C: 1.35 -2.77 -3.21
C: 1.68 -4.10 -3.19
C: 2.70 -4.59 -4.03
C: 3.30 -3.74 -4.89
C: 2.97 -2.36 -4.92
C: 3.60 -1.54 -5.89
C: 3.31 -0.21 -5.97
C: 2.45 0.35 -5.01
C: 1.83 -0.38 -4.03
P: 0.92 0.72 -2.84
C: -0.41 1.28 -3.96
C: -0.28 2.38 -4.80
C: -1.30 2.74 -5.67
C: -2.46 1.98 -5.74
C: -2.60 0.87 -4.92
C: -1.59 0.53 -4.04
C: 2.07 2.11 -2.64
C: 3.42 1.84 -2.44
C: 4.30 2.87 -2.13
C: 3.84 4.18 -2.01
C: 2.49 4.45 -2.20
C: 1.61 3.42 -2.51
C: 2.02 -1.80 -4.01
H: 1.14 -4.79 -2.56
H: 2.96 -5.64 -4.01
H: 4.04 -4.09 -5.60
H: 4.30 -2.00 -6.58
H: 3.77 0.41 -6.72
H: 2.31 1.43 -5.05
H: 0.62 2.99 -4.78
H: -1.18 3.61 -6.31
H: -3.25 2.26 -6.42
H: -3.50 0.27 -4.97
H: -1.72 -0.35 -3.41
H: 3.80 0.83 -2.54
H: 5.36 2.65 -1.99
H: 4.53 4.98 -1.79
H: 2.13 5.46 -2.12
H: 0.56 3.65 -2.63
C: -0.64 -1.10 6.11
C: -0.13 -0.05 5.15
C: 0.54 1.11 5.84
O: 0.78 -0.66 4.20
C: 0.26 -0.53 2.91
C: -1.24 -0.25 3.15
O: -1.20 0.47 4.36
C: -2.05 0.53 2.05
O: -1.10 1.18 1.18
C: -2.84 -0.46 1.17
C: -2.91 -0.31 -0.23
C: -3.56 -1.25 -1.03
C: -4.17 -2.34 -0.45
C: -4.18 -2.46 0.94
C: -3.52 -1.53 1.74
C: -2.95 1.62 2.62
C: -4.33 1.57 2.55
C: -5.10 2.64 3.01
C: -4.49 3.77 3.52
C: -3.10 3.83 3.59
C: -2.34 2.77 3.14
C: 0.52 -1.76 2.00
O: -0.18 -1.37 0.82
C: 1.97 -1.98 1.56
C: 2.46 -1.41 0.37
C: 3.72 -1.68 -0.12
C: 4.56 -2.53 0.58
C: 4.11 -3.09 1.77
C: 2.83 -2.82 2.24
C: -0.12 -3.03 2.56
C: -1.02 -3.75 1.78
C: -1.62 -4.90 2.25
C: -1.33 -5.37 3.53
C: -0.42 -4.67 4.31
C: 0.18 -3.51 3.84
H: 0.18 -1.50 6.70
H: -1.12 -1.91 5.57
H: -1.37 -0.64 6.78
H: 1.41 0.76 6.40
H: -0.16 1.58 6.54
H: 0.85 1.85 5.11
H: 0.72 0.33 2.41
H: -1.73 -1.22 3.30
H: -2.62 0.64 -0.71
H: -3.62 -1.10 -2.10
H: -4.68 -3.08 -1.06
H: -4.70 -3.28 1.41
H: -3.56 -1.64 2.81
H: -4.84 0.70 2.15
H: -6.18 2.58 2.96
H: -5.10 4.60 3.87
H: -2.62 4.70 4.01
H: -1.26 2.81 3.22
H: 1.86 -0.73 -0.24
H: 4.05 -1.23 -1.05
H: 5.55 -2.77 0.21
H: 4.75 -3.76 2.33
H: 2.51 -3.30 3.16
H: -1.25 -3.40 0.78
H: -2.32 -5.45 1.63
H: -1.79 -6.27 3.90
H: -0.17 -5.02 5.31
H: 0.86 -2.97 4.48
I: -3.30 5.81 -2.84
C: -2.25 4.47 -1.71
C: -1.66 4.67 -0.48
N: -1.07 3.52 -0.15
N: -1.25 2.55 -1.07
C: -1.98 3.14 -2.03
H: -1.62 5.53 0.16
H: -0.73 3.25 0.77
H: -2.31 2.60 -2.90
Cl: 1.75 1.86 0.44
C: 3.11 1.72 1.65
Cl: 2.66 2.31 3.21
H: 3.88 2.33 1.20
H: 3.36 0.66 1.69

---

(5)
Computed, not measured: a cluster of 3 separate species, C4H10O2 in total, with ωB97M-V/def2-TZVPD.

Its lowest unoccupied orbital energy is 0.6 eV. For the HOMO energy, the calculation gives -9.11 eV. The calculation puts the molecular weight at 90.1 g mol⁻¹. For the frontier orbital gap, the calculation gives 9.75 eV. As for the spin multiplicity: 1. The relative energy (zero: lowest compared OMol25 entry of this formula, charge and spin) is 227.5 kJ/mol. As for the SMILES: C=CC=C.O.O.

CARTESIAN COORDINATES (ANGSTROEM)
C: 0.03 0.55 2.23
C: -0.42 -0.20 1.23
C: -1.59 0.15 0.39
C: -1.75 -0.22 -0.87
H: -0.66 1.28 2.65
H: 0.86 0.28 2.86
H: 0.03 -1.14 0.95
H: -2.31 0.79 0.87
H: -2.75 -0.20 -1.29
H: -0.99 -0.51 -1.57
H: 1.81 -0.79 -0.83
H: 0.76 -1.79 -1.27
O: 1.58 -1.73 -0.76
H: 0.99 1.41 -1.46
H: 2.62 1.07 -1.32
O: 1.79 1.02 -1.80

---

(6)
Computed, not measured: a cluster of 2 separate species, C20H28FN3O2 in total, with ωB97M-V/def2-TZVPD.

Its lowest unoccupied orbital energy is 0.5 eV. For the HOMO energy, the calculation gives -8.57 eV. The calculation puts the molecular weight at 361.5 g mol⁻¹. For the frontier orbital gap, the calculation gives 9.05 eV. As for the spin multiplicity: 1. The relative energy (zero: lowest compared OMol25 entry of this formula, charge and spin) is 1834.9 kJ/mol.

CARTESIAN COORDINATES (ANGSTROEM)
O: -1.06 1.01 0.30
C: -0.90 1.21 -0.93
N: 0.37 1.59 -1.37
H: 0.43 1.92 -2.43
C: 1.52 1.65 -0.86
C: 1.88 3.09 -0.07
C: 2.80 3.95 -0.56
C: 3.38 5.01 -0.19
C: 2.70 5.53 0.94
C: 1.55 4.73 1.54
C: 1.43 3.52 1.19
H: 0.66 2.96 1.47
H: 0.98 5.14 2.23
H: 2.90 6.44 1.49
H: 4.14 5.58 -0.68
F: 3.56 3.44 -1.62
H: 2.21 1.30 -1.32
H: 1.30 1.03 0.21
C: -1.87 1.18 -1.96
C: -3.35 1.26 -1.23
C: -3.48 -0.13 -0.75
H: -4.55 -0.12 -0.18
H: -2.84 -0.22 0.31
C: -3.23 -1.18 -1.49
N: -1.59 -1.22 -2.25
C: -0.71 -1.59 -1.48
O: 0.26 -1.11 -2.00
N: -0.74 -2.45 -0.37
H: -1.83 -2.35 0.03
C: 0.17 -2.64 0.47
C: 0.23 -1.89 1.76
C: 1.40 -2.09 2.51
C: 1.46 -3.62 2.98
C: 1.48 -4.34 1.56
C: 0.31 -4.08 0.71
H: -0.45 -4.54 1.41
H: 0.53 -4.77 -0.31
H: 1.48 -5.39 2.11
H: 2.50 -4.11 1.16
H: 0.66 -3.81 3.65
H: 2.16 -3.77 3.64
H: 1.22 -1.35 3.78
H: 2.23 -1.64 2.11
H: -0.88 -2.05 2.19
H: 0.16 -0.72 1.48
H: 1.05 -2.45 -0.15
C: -1.85 0.09 -2.94
H: -0.89 0.07 -3.40
H: -2.34 0.04 -3.74
H: -3.24 -2.14 -1.13
H: -3.81 -1.28 -2.53
H: -3.41 1.95 -0.62
H: -4.06 1.14 -2.16
H: -2.03 2.24 -2.54

---

(7)
Computed, not measured: a cluster of 2 separate species, C10H17BrIN3O in total, with ωB97M-V/def2-TZVPD.

Its lowest unoccupied orbital energy is -2.3 eV. For the HOMO energy, the calculation gives -5.57 eV. The calculation puts the molecular weight at 402.1 g mol⁻¹. For the frontier orbital gap, the calculation gives 3.31 eV. As for the spin multiplicity: 1.

CARTESIAN COORDINATES (ANGSTROEM)
C: 1.14 -1.09 1.52
C: 1.03 -0.75 0.02
C: 1.05 0.76 -0.20
I: 0.51 1.18 -2.23
N: 0.12 1.42 0.74
C: -1.17 1.17 0.65
C: -2.10 1.77 1.49
C: -3.57 1.53 1.37
N: -3.81 0.31 0.58
C: -1.54 2.62 2.44
Br: -2.58 3.55 3.68
C: -0.16 2.78 2.46
N: 0.68 2.22 1.63
H: 0.16 -1.10 2.00
H: 1.55 -2.09 1.63
H: 1.74 -0.36 2.06
H: 0.09 -1.16 -0.35
H: 1.85 -1.23 -0.53
H: 2.04 1.18 -0.07
H: -1.50 0.48 -0.11
H: -4.00 1.40 2.37
H: -4.05 2.35 0.85
H: -3.19 -0.43 0.88
H: -4.74 -0.05 0.78
H: 0.28 3.41 3.22
C: 3.02 -2.93 -3.73
C: 2.01 -2.04 -2.97
O: 1.76 -2.48 -1.72
H: 2.65 -3.95 -3.82
H: 3.21 -2.53 -4.74
H: 3.98 -2.95 -3.20
H: 1.11 -1.98 -3.65
H: 2.42 -1.00 -3.04

---

(8)
Computed, not measured: a cluster of 30 separate species, H60O30 in total, with ωB97M-V/def2-TZVPD.

Its lowest unoccupied orbital energy is -0.8 eV. For the HOMO energy, the calculation gives -9.92 eV. The calculation puts the molecular weight at 540.5 g mol⁻¹. For the frontier orbital gap, the calculation gives 9.15 eV. As for the spin multiplicity: 1. The relative energy (zero: lowest compared OMol25 entry of this formula, charge and spin) is 316.1 kJ/mol.

CARTESIAN COORDINATES (ANGSTROEM)
O: -0.88 0.02 1.54
O: 1.06 1.77 1.25
O: -0.38 -2.37 0.51
O: -0.75 -0.65 -1.75
O: 0.05 2.20 -1.24
O: 3.45 -0.56 1.30
O: 3.35 1.48 -0.77
O: 1.90 0.15 -2.67
O: -2.86 2.04 1.42
O: 2.35 -3.33 0.05
O: -1.42 -0.19 4.38
O: -1.27 4.19 0.66
O: 0.45 3.71 3.25
O: 1.55 -3.04 3.66
O: -1.05 -3.64 3.05
O: 2.74 -2.47 -2.72
O: 0.09 -3.63 -2.51
O: 4.57 1.79 2.77
O: -2.75 -2.78 -1.96
O: -3.85 2.25 -1.14
O: -3.87 -0.17 -2.11
O: -0.13 2.12 -4.08
O: -0.71 2.43 5.28
O: -3.86 0.31 3.78
O: 3.51 4.51 -0.86
O: -3.46 -3.82 0.94
O: -2.63 3.13 -3.38
O: 2.76 2.12 -4.40
O: -0.70 -0.93 -5.19
O: 3.35 -4.78 2.56
H: -1.04 -0.33 2.39
H: -0.55 -0.73 1.02
H: 0.88 0.79 1.29
H: 1.26 1.98 0.33
H: 0.47 -2.77 0.32
H: -0.78 -2.70 1.32
H: -0.90 -1.20 -0.92
H: -1.53 -0.64 -2.37
H: 0.18 2.41 -2.16
H: -0.55 1.44 -1.24
H: 2.82 -1.21 1.10
H: 4.13 -1.00 1.80
H: 3.13 0.95 0.00
H: 2.79 1.02 -1.39
H: 1.01 0.02 -2.38
H: 1.88 0.83 -3.40
H: -3.20 2.07 0.50
H: -2.16 1.36 1.47
H: 2.73 -3.54 -0.84
H: 2.89 -3.91 0.58
H: -1.16 0.67 4.67
H: -1.33 -0.71 5.14
H: -0.42 4.01 0.30
H: -1.69 3.30 0.71
H: -0.15 4.07 2.62
H: 0.93 2.98 2.75
H: 0.63 -3.22 3.64
H: 1.84 -2.63 4.48
H: -1.47 -3.29 3.88
H: -0.83 -4.61 3.23
H: 2.92 -1.52 -2.81
H: 2.82 -2.91 -3.59
H: -0.84 -3.55 -2.27
H: 0.48 -2.73 -2.57
H: 4.03 1.15 2.36
H: 5.43 1.77 2.26
H: -3.25 -1.94 -1.83
H: -3.02 -3.39 -1.21
H: -4.71 2.60 -1.30
H: -3.27 2.57 -1.85
H: -4.52 0.15 -2.74
H: -3.72 0.53 -1.51
H: -0.19 2.67 -4.88
H: -0.25 1.18 -4.36
H: 0.05 2.48 5.93
H: -0.43 2.89 4.47
H: -3.90 1.00 3.08
H: -2.95 0.12 3.90
H: 3.29 3.56 -0.96
H: 3.04 4.97 -1.55
H: -3.23 -3.51 1.87
H: -3.59 -4.75 1.02
H: -3.22 2.87 -4.07
H: -1.79 2.80 -3.44
H: 2.20 2.87 -4.15
H: 3.63 2.45 -4.12
H: 0.19 -1.18 -5.43
H: -1.14 -0.82 -6.06
H: 2.74 -5.37 2.20
H: 2.78 -4.27 3.13